No. 1
Below is a structure of composition C5H9NO, with properties calculated with the ωB97M-V functional and the def2-TZVPD basis.

```
16
Properties=species:S:1:pos:R:3:nbo_charge:R:1
C 2.109 -0.442 0.347 -0.605
C 1.029 0.424 -0.287 -0.292
C 0.432 -0.083 -1.628 -0.217
N -0.915 -0.183 -1.012 -0.496
C -2.461 0.188 1.127 -0.265
C -0.419 0.239 0.093 0.537
O -1.062 0.480 1.232 -0.482
H 1.775 -1.480 0.457 0.211
H 2.413 -0.071 1.331 0.216
H 2.995 -0.443 -0.298 0.214
H 1.340 1.474 -0.314 0.218
H 0.459 0.630 -2.457 0.189
H 0.808 -1.057 -1.961 0.185
H -2.942 0.649 1.989 0.193
H -2.860 0.590 0.191 0.204
H -2.615 -0.897 1.130 0.189
```

As for the LUMO energy: 1.1 eV. Its energy above the lowest of the compared OMol25 structures with the same formula, charge and spin is 45.8 kcal per mole. The highest occupied orbital energy is -9.6 eV.

No. 2
Below is a structure of composition C4H8O2, with properties calculated with the ωB97M-V functional and the def2-TZVPD basis.

```
14
Properties=species:S:1:pos:R:3:nbo_charge:R:1
C 1.033 -0.489 1.018 -0.678
C -0.305 -0.487 0.306 0.278
O -1.348 -0.722 1.174 -0.690
C -0.341 1.325 -0.533 -0.476
C -0.590 0.078 -1.179 0.061
O 0.350 -0.318 -2.125 -0.693
H 1.006 0.228 1.858 0.195
H 1.799 -0.179 0.312 0.234
H 1.334 -1.456 1.455 0.215
H -1.113 -0.320 2.032 0.467
H -1.165 1.942 -0.195 0.212
H 0.637 1.795 -0.629 0.216
H -1.628 -0.120 -1.458 0.187
H 0.332 -1.277 -2.037 0.471
```

As for the LUMO energy: 0.7 eV. Its energy above the lowest of the compared OMol25 structures with the same formula, charge and spin is 80.8 kcal per mole. The highest occupied orbital energy is -7.7 eV.

No. 3
Below is a cluster of 2 separate species, C3H4BrNO4 in total, with properties calculated with the ωB97M-V functional and the def2-TZVPD basis.

```
13
Properties=species:S:1:pos:R:3:nbo_charge:R:1
C -0.324 0.081 1.093 -0.196
C 1.477 1.084 -0.017 0.220
C -0.145 -0.359 -0.295 0.560
N -0.708 -1.643 -0.681 0.473
O -0.659 -2.021 -1.835 -0.330
O -1.201 -2.192 0.233 -0.331
O 0.694 1.076 1.167 -0.506
O 0.849 0.247 -0.915 -0.401
Br -2.512 0.851 -1.532 -0.364
H -1.278 0.576 1.281 0.261
H -0.213 -0.676 1.905 0.238
H 1.491 2.245 -0.372 0.193
H 2.530 0.732 -0.032 0.183
```

As for the LUMO energy (spin up / spin down): -2.3 / -3.0 eV. Its energy above the lowest of the compared OMol25 structures with the same formula, charge and spin is 51.2 kcal per mole. The highest occupied orbital energy (spin up / spin down) is -9.9 / -9.3 eV.

No. 4
Below is the molecule C4H5IN2O, with properties calculated with the ωB97M-V functional and the def2-TZVPD basis.

```
13
Properties=species:S:1:pos:R:3:nbo_charge:R:1
H -1.424 -2.338 -1.026 0.352
N -0.820 -1.678 -1.525 -0.672
C -0.129 -0.889 -0.804 0.390
C 0.917 -0.003 -1.201 -0.260
C 1.290 0.839 -0.284 -0.134
C 0.319 0.596 0.931 0.216
O -0.551 1.639 1.086 -0.710
N -0.355 -0.611 0.591 -0.629
I -2.067 -1.099 1.552 0.346
H 1.213 0.161 -2.293 0.245
H 2.116 1.583 -0.199 0.239
H 0.874 0.504 1.977 0.150
H -1.383 1.296 1.195 0.467
```

The SMILES is [H]/N=C1/C=C[C@@H](O)N1I. As for the LUMO energy: -0.5 eV. Its energy above the lowest of the compared OMol25 structures with the same formula, charge and spin is 35.7 kcal per mole. The highest occupied orbital energy is -9.1 eV.

No. 5
Below is a cluster of 2 separate species, C2H7NOS2 in total, with properties calculated with the ωB97M-V functional and the def2-TZVPD basis.

```
13
Properties=species:S:1:pos:R:3:nbo_charge:R:1
N 0.049 1.852 -1.594 -0.840
C -0.977 2.288 -0.818 0.525
O -1.105 2.048 0.360 -0.617
H 0.801 1.302 -1.192 0.407
H -0.249 1.606 -2.532 0.389
H -1.716 2.926 -1.302 0.113
C -1.385 -1.330 0.653 -0.750
S 0.263 -2.000 0.392 0.120
S 1.456 -0.315 0.360 -0.205
H -1.533 -0.510 -0.042 0.229
H -2.113 -2.117 0.464 0.232
H -1.576 -0.920 1.638 0.226
H 0.902 0.678 1.075 0.172
```

The SMILES is NC=O.CSS. As for the LUMO energy: 0.5 eV. Its energy above the lowest of the compared OMol25 structures with the same formula, charge and spin is 14.2 kcal per mole. The highest occupied orbital energy is -8.3 eV.

No. 6
Below is the molecule C7H8ClNO, with properties calculated with the ωB97M-V functional and the def2-TZVPD basis.

```
18
Properties=species:S:1:pos:R:3:nbo_charge:R:1
Cl 1.660 -1.452 -2.372 -0.136
C 1.751 -0.952 -0.587 -0.030
N 1.659 0.608 -0.351 -0.609
C 0.383 1.152 -0.870 -0.230
C -0.639 0.876 0.243 -0.422
C -0.495 -0.580 0.512 -0.094
C -1.450 -1.415 1.109 -0.294
C -0.983 -2.654 0.971 0.093
O 0.204 -2.650 0.327 -0.383
C 0.536 -1.414 0.101 0.222
H 2.633 -1.508 -0.333 0.238
H 2.421 1.065 -0.797 0.373
H 0.126 0.690 -1.763 0.188
H 0.358 2.263 -1.175 0.206
H -1.677 1.271 -0.209 0.217
H -0.409 1.694 1.078 0.225
H -2.362 -1.258 1.562 0.227
H -1.272 -3.675 1.348 0.210
```

The SMILES is Cl[C@H]1NCCc2ccoc21. As for the LUMO energy: 0.9 eV. Its energy above the lowest of the compared OMol25 structures with the same formula, charge and spin is 7.1 kcal per mole. The highest occupied orbital energy is -8.6 eV.

No. 7
Below is a structure of composition C33H41AsBMnN5OPS, with properties calculated with the ωB97M-V functional and the def2-TZVPD basis.

```
85
Properties=species:S:1:pos:R:3:lowdin_charge:R:1
Mn -0.667 0.810 -0.423 0.402
B -0.896 4.107 -1.534 -0.402
N -1.724 3.001 -2.245 -0.070
C -2.590 3.210 -3.238 -0.064
C -3.339 2.059 -3.439 -0.040
C -2.852 1.171 -2.493 -0.142
N -1.876 1.749 -1.774 -0.058
N 0.513 3.557 -1.182 -0.057
C 1.646 4.263 -1.184 -0.061
C 2.627 3.539 -0.523 -0.028
C 1.983 2.371 -0.140 -0.152
N 0.705 2.389 -0.538 -0.042
H -0.767 5.031 -2.292 0.078
H -1.457 4.407 -0.497 0.068
H -2.631 4.166 -3.736 0.128
H -4.119 1.895 -4.162 0.100
H -3.141 0.151 -2.290 0.070
H 1.689 5.237 -1.643 0.129
H 3.652 3.819 -0.350 0.103
H 2.384 1.523 0.392 0.109
C -2.812 2.028 1.633 -0.071
C -1.841 2.193 2.795 -0.385
C -2.044 3.556 3.455 -0.050
C -0.390 2.085 2.333 -0.259
C 0.621 2.073 3.486 -0.048
O 1.420 0.893 3.254 0.020
C 0.938 0.282 2.167 -0.338
N -0.073 0.827 1.607 0.079
C 1.677 -0.956 1.811 -0.145
C 2.376 -1.548 2.867 -0.015
C 3.141 -2.685 2.682 -0.042
C 3.238 -3.241 1.416 -0.040
C 2.555 -2.657 0.362 -0.093
C 1.758 -1.524 0.531 -0.275
P 0.926 -0.850 -0.958 1.054
C 0.574 -2.358 -1.937 -0.351
C 0.026 -3.484 -1.319 -0.142
C -0.227 -4.636 -2.044 -0.071
C 0.039 -4.671 -3.408 -0.068
C 0.543 -3.545 -4.037 -0.062
C 0.810 -2.392 -3.308 -0.064
C 2.267 -0.082 -1.929 -0.377
C 3.623 -0.329 -1.751 -0.070
C 4.554 0.291 -2.575 -0.063
C 4.137 1.149 -3.581 -0.065
C 2.782 1.401 -3.764 -0.058
C 1.853 0.795 -2.935 -0.127
H -3.844 2.047 1.990 0.094
H -2.676 1.078 1.120 -0.013
H -2.691 2.846 0.916 0.074
H -2.024 1.402 3.536 0.136
H -1.864 4.353 2.729 0.093
H -1.372 3.709 4.303 0.078
H -3.066 3.656 3.819 0.089
H -0.201 2.919 1.653 0.139
H 0.145 1.978 4.461 0.130
H 1.284 2.934 3.493 0.139
H 2.312 -1.105 3.850 0.125
H 3.671 -3.122 3.519 0.117
H 3.841 -4.123 1.247 0.118
H 2.645 -3.095 -0.624 0.117
H -0.195 -3.456 -0.260 0.062
H -0.625 -5.513 -1.548 0.104
H -0.146 -5.575 -3.975 0.110
H 0.741 -3.561 -5.101 0.111
H 1.209 -1.526 -3.817 0.099
H 3.965 -0.985 -0.961 0.098
H 5.610 0.098 -2.433 0.109
H 4.866 1.631 -4.219 0.110
H 2.454 2.069 -4.550 0.113
H 0.797 1.015 -3.053 0.100
C -0.920 -2.807 2.774 -0.226
As -2.497 -2.547 1.701 0.709
C -3.831 -1.910 2.930 -0.239
C -3.085 -4.308 1.209 -0.238
S -2.367 -1.343 -0.008 0.243
H -1.160 -3.525 3.558 0.052
H -0.629 -1.858 3.220 0.032
H -0.100 -3.186 2.167 0.028
H -4.032 -2.670 3.685 0.046
H -4.736 -1.701 2.364 0.045
H -3.486 -0.995 3.406 0.031
H -3.249 -4.903 2.107 0.047
H -2.339 -4.782 0.576 0.027
H -4.014 -4.211 0.653 0.047
```

As for the spin multiplicity: 2. As for the LUMO energy (spin up / spin down): -2.6 / -2.7 eV. Its energy above the lowest of the compared OMol25 structures with the same formula, charge and spin is 13.0 kcal per mole. As for the expectation value of S²: 1.124. The highest occupied orbital energy (spin up / spin down) is -11.1 / -10.9 eV. As for the net charge: +1.

No. 8
Below is a structure of composition C19H30CoN3O3S2Te, with properties calculated with the ωB97M-V functional and the def2-TZVPD basis.

```
59
Properties=species:S:1:pos:R:3:nbo_charge:R:1
Co 0.478 -0.586 -0.576 1.003
O -3.104 -3.953 -1.679 -0.990
S -1.741 -4.341 -1.665 2.078
O -1.058 -4.640 -2.868 -0.956
O -1.042 -4.653 -0.411 -0.998
S -0.398 -1.125 -2.500 -0.562
C 2.404 2.284 3.420 -0.419
C 1.831 2.711 2.038 -0.209
N 1.041 1.649 1.439 -0.595
C 0.706 0.479 2.023 0.664
N 0.068 -0.462 1.251 -0.740
C -0.508 -1.657 1.868 -0.245
C 0.291 -2.071 3.088 -0.423
C 0.483 -0.904 4.049 -0.199
N 1.023 0.248 3.321 -0.416
C 1.398 1.396 4.132 -0.217
H 2.584 3.227 3.954 0.230
H 3.411 1.811 3.326 0.224
H 2.665 2.936 1.304 0.217
H 1.187 3.602 2.196 0.197
H 0.826 1.726 0.440 0.414
H -0.544 -2.453 1.117 0.252
H -1.548 -1.480 2.151 0.190
H 1.262 -2.482 2.776 0.220
H -0.269 -2.839 3.601 0.233
H 1.098 -1.103 4.927 0.215
H -0.486 -0.627 4.462 0.185
H 1.809 1.067 5.075 0.220
H 0.528 1.974 4.416 0.189
C 4.336 -2.050 -0.001 -0.594
C 2.803 -2.237 -0.071 -0.247
C 2.590 -3.491 -0.926 -0.614
C 2.346 -0.928 -0.740 -0.820
H 4.887 -2.857 0.520 0.198
H 4.570 -1.125 0.505 0.190
H 4.750 -2.061 -0.989 0.202
H 2.391 -2.271 0.959 0.183
H 3.150 -3.327 -1.868 0.200
H 1.515 -3.657 -1.133 0.242
H 3.016 -4.342 -0.339 0.210
H 2.592 -0.948 -1.812 0.207
H 2.904 -0.033 -0.252 0.178
C -3.872 0.285 -2.711 -0.618
Te -2.163 -0.274 -1.285 1.044
C -1.598 1.799 -1.886 -0.637
C -2.682 2.469 -2.589 -0.075
C -2.602 3.848 -2.840 -0.204
C -3.661 4.444 -3.518 -0.190
C -4.609 3.662 -4.154 -0.208
C -4.639 2.299 -3.908 -0.182
C -3.731 1.688 -3.117 -0.068
H -4.847 0.044 -2.253 0.243
H -3.743 -0.435 -3.555 0.255
H -0.681 1.764 -2.524 0.258
H -1.324 2.304 -0.898 0.218
H -1.669 4.380 -2.640 0.217
H -3.787 5.530 -3.576 0.216
H -5.185 4.159 -4.898 0.221
H -5.453 1.628 -4.178 0.215
```

As for the spin multiplicity: 5. As for the LUMO energy (spin up / spin down): -0.7 / -1.1 eV. Its energy above the lowest of the compared OMol25 structures with the same formula, charge and spin is 90.4 kcal per mole. As for the expectation value of S²: 6.035. The highest occupied orbital energy (spin up / spin down) is -3.6 / -8.5 eV.